This record from OMol25 describes a structure of composition C55H49N6O4RbS2 in a non-equilibrium geometry. The level of theory is wB97M-V/def2-TZVPD.

The total charge is -2. The frontier orbital gap is 4.11 eV. The HOMO energy comes out at -1.0 eV. The total energy is -97286.72185 eV.

The geometry in XYZ format:
```
117
Properties=species:S:1:pos:R:3:forces:R:3:lowdin_charge:R:1
Rb 0.11555 -0.73711 -0.52175 -0.1 0.0 -0.1 0.892
C -2.89689 -2.58618 -3.14156 0.0 0.1 0.0 0.005
C -2.07889 -1.35879 -3.49113 -0.3 -0.2 -0.2 -0.321
C -2.60203 -0.42069 -4.61438 0.2 0.1 0.1 -0.174
C -2.02055 -0.51708 -5.96853 0.0 0.0 -0.2 -0.084
C -0.76425 -0.97271 -6.07354 -0.3 0.1 -0.1 -0.081
C -0.01731 -1.47428 -4.94714 0.2 -0.1 0.5 -0.216
C 1.44881 -1.74500 -5.14862 -0.1 -0.1 -0.1 -0.066
C -0.62053 -1.76098 -3.74262 0.2 0.0 -0.7 -0.206
N 0.00337 -2.37598 -2.71288 0.2 0.1 0.4 0.033
C 0.76627 -3.45024 -2.83495 -0.4 0.0 -0.5 -0.500
O 0.83952 -4.23291 -3.80595 0.1 0.0 0.1 -0.036
C 1.57022 -3.81551 -1.60091 0.1 -0.3 0.0 -0.185
C 2.47931 -4.86259 -1.72381 0.0 0.0 0.0 -0.021
C 3.13705 -5.30908 -0.59094 -0.1 0.1 0.0 -0.076
C 2.83489 -4.72064 0.62257 0.1 0.0 0.0 -0.025
C 1.94704 -3.64318 0.65432 0.1 -0.3 0.0 -0.191
N 1.34879 -3.18583 -0.44414 0.2 -0.4 0.2 0.079
C 1.63338 -3.09591 2.03895 -0.1 0.1 0.3 -0.529
O 1.61872 -3.94657 2.95446 0.0 -0.1 -0.1 -0.036
N 1.43803 -1.79068 2.15249 0.1 0.2 -0.6 0.090
C 1.33613 -1.27342 3.43200 -0.1 0.0 0.5 -0.216
C 0.20616 -0.51551 3.81542 0.1 -0.1 -0.2 -0.201
C -0.92049 -0.27722 2.84751 0.1 -0.1 0.1 -0.048
C 0.09696 -0.04096 5.11592 0.0 0.1 0.1 -0.080
C 1.08978 -0.25882 6.05819 0.0 0.1 0.0 -0.130
C 2.23430 -0.94070 5.67073 0.0 0.1 0.1 -0.090
C 2.37733 -1.43305 4.38207 0.1 0.0 -0.2 -0.216
C 3.65180 -2.11918 3.97907 0.0 0.0 0.1 -0.059
H -3.96685 -2.36300 -3.18609 0.0 0.0 0.1 0.075
H -2.63015 -2.91464 -2.13707 0.0 -0.1 0.0 0.062
H -2.67007 -3.38549 -3.85061 0.0 0.0 0.0 0.094
H -3.69410 -0.41793 -4.62707 0.0 -0.1 0.1 0.141
H -2.60165 -0.21112 -6.83212 0.1 0.0 0.0 0.078
H -0.28423 -1.01360 -7.04883 0.0 0.0 0.0 0.096
H 1.83965 -1.13160 -5.96677 0.0 0.0 0.0 0.063
H 1.63742 -2.80042 -5.36888 0.1 0.0 0.0 0.066
H 2.00230 -1.50612 -4.23577 0.0 0.0 0.0 0.076
H 2.61752 -5.31292 -2.69555 -0.1 0.0 0.0 0.102
H 3.84701 -6.12749 -0.64435 0.0 0.0 0.0 0.092
H 3.25441 -5.07199 1.55439 0.0 0.0 0.0 0.103
H -1.71665 -1.00369 3.01359 -0.1 0.0 -0.1 0.073
H -0.58391 -0.41889 1.82352 -0.1 0.1 0.3 -0.016
H -1.34166 0.72473 2.97241 0.0 0.0 0.0 0.065
H -0.80278 0.49934 5.39794 0.0 0.0 0.0 0.103
H 0.98258 0.11812 7.06968 0.0 0.0 0.0 0.080
H 3.03846 -1.09682 6.38560 0.0 0.0 0.0 0.092
H 4.46664 -1.87022 4.66458 0.0 0.0 0.0 0.063
H 3.92714 -1.81956 2.96345 0.0 0.0 0.0 0.073
H 3.51135 -3.20231 3.96184 0.0 0.0 0.0 0.070
O 2.08849 0.96771 -2.01819 -0.2 -0.4 0.1 -0.557
S 2.89712 2.10013 -2.49071 0.1 0.6 0.1 0.971
C 2.20558 3.61833 -1.67356 0.3 -0.3 0.0 -0.295
C 2.54032 3.73461 -0.19740 -0.1 0.0 0.1 -0.246
C 1.67892 4.73812 0.58030 0.1 -0.1 -0.1 -0.217
C 0.18275 4.44612 0.63298 -0.1 -0.3 0.0 -0.305
S -0.31478 2.74705 1.18426 0.2 0.9 0.4 0.982
O 0.26606 1.81157 0.20374 0.1 0.1 -0.1 -0.653
C 0.78258 2.79229 2.60905 -0.1 -0.1 0.1 -0.394
C 1.94866 2.04965 2.60129 0.0 -0.1 -0.1 -0.066
C 2.84969 2.19596 3.64522 -0.1 -0.1 0.1 -0.050
C 2.55092 3.03452 4.70699 0.0 0.0 0.1 -0.081
C 1.35061 3.73408 4.73328 0.0 0.0 0.0 -0.085
C 0.46144 3.61609 3.67882 0.0 0.0 -0.1 -0.096
C 4.44638 2.01296 -1.57243 0.1 0.0 -0.1 -0.389
C 4.58066 1.01891 -0.61718 -0.2 0.0 -0.1 -0.057
C 5.77038 0.90278 0.08363 0.2 0.1 0.1 -0.059
C 6.82294 1.77069 -0.18231 -0.1 0.0 0.0 -0.090
C 6.68495 2.75375 -1.15555 0.1 0.0 0.0 -0.096
C 5.49749 2.87484 -1.85830 -0.2 0.0 0.0 -0.100
H 1.13601 3.47512 -1.83254 0.0 0.0 -0.1 0.084
H 2.55270 4.47581 -2.25638 0.0 0.0 0.0 0.088
H 3.58414 4.03198 -0.08051 0.0 0.0 0.0 0.115
H 2.42841 2.75177 0.25568 0.1 0.0 -0.1 0.073
H 1.81164 5.73909 0.15276 0.0 0.0 0.0 0.114
H 2.06123 4.77431 1.60297 0.0 0.1 0.0 0.105
H -0.29338 4.55079 -0.34436 -0.1 0.0 0.0 0.085
H -0.31070 5.12784 1.32962 -0.1 0.0 -0.1 0.082
H 2.14183 1.36053 1.78601 0.0 0.0 0.1 0.115
H 3.76754 1.62469 3.64448 0.0 -0.1 0.0 0.112
H 3.24205 3.12122 5.53559 0.0 0.0 0.0 0.100
H 1.10681 4.36492 5.57936 0.0 0.0 0.0 0.098
H -0.47268 4.16905 3.67753 0.0 0.0 0.0 0.110
H 3.74776 0.34673 -0.43906 0.0 0.0 0.0 0.119
H 5.87716 0.13331 0.83757 0.0 0.0 0.0 0.109
H 7.75435 1.67600 0.36142 0.0 0.0 0.0 0.097
H 7.50942 3.42428 -1.36597 0.0 0.0 0.0 0.097
H 5.38017 3.63617 -2.62255 0.0 0.0 0.0 0.108
N -10.53304 0.88188 0.41509 0.1 0.0 0.0 0.119
C -9.41581 0.65181 0.25082 -0.5 0.1 0.1 -0.214
C -8.03865 0.36440 0.04022 0.7 -0.2 -0.2 -0.256
C -7.05723 1.28127 0.42069 -0.3 0.0 0.0 -0.035
C -5.72148 1.01346 0.18696 0.2 -0.1 0.1 -0.034
C -5.32082 -0.17463 -0.42588 -0.2 0.1 0.1 -0.190
C -6.31132 -1.10155 -0.77228 0.1 0.0 0.0 -0.001
C -7.64721 -0.84091 -0.56194 -0.2 0.2 0.1 -0.027
C -3.90258 -0.53660 -0.71930 0.3 0.4 -0.4 -0.097
C -3.35243 0.10200 -1.80037 -0.4 -0.5 0.4 -0.182
C -3.90900 1.32978 -2.35872 0.1 0.3 -0.4 -0.026
C -3.16517 1.77581 -3.38095 -0.1 -0.1 0.2 -0.034
C -2.13858 0.74786 -3.67426 -0.1 -0.2 -0.3 -0.217
N -2.14990 -0.18984 -2.51309 0.3 0.1 0.2 0.038
C -3.40081 -1.53772 0.19002 -0.1 -0.5 0.6 -0.311
C -4.01345 -1.80083 1.44638 -0.1 0.2 -0.3 -0.096
C -3.23442 -2.77040 2.06730 0.1 -0.2 0.0 -0.153
C -2.19706 -3.05403 1.16095 -0.1 -0.1 0.2 -0.220
N -2.29208 -2.32726 0.04255 -0.1 0.4 -0.3 -0.012
H -7.36084 2.19932 0.90910 0.0 0.0 0.0 0.110
H -4.96522 1.72203 0.50128 0.0 0.0 0.0 0.124
H -5.99940 -2.03924 -1.21448 0.0 0.0 0.0 0.127
H -8.40504 -1.55680 -0.85377 0.0 0.0 0.0 0.111
H -4.78046 1.82747 -1.96407 0.0 0.0 0.0 0.096
H -3.30464 2.68829 -3.94299 -0.1 0.0 0.0 0.090
H -1.13449 1.09080 -3.93518 0.0 0.1 0.1 0.148
H -4.88283 -1.30096 1.85167 0.0 -0.1 0.0 0.085
H -3.38095 -3.20367 3.04692 0.0 0.0 0.0 0.073
H -1.38560 -3.75908 1.29700 0.0 0.0 0.0 0.094
```
Forces are in eV/Å.